Run one
Molecular formula: C11H12NO2
Method: DFT, wB97M-V/def2-TZVPD

Last column: Löwdin charge in e.
Positions of all 26 atoms, in Å:
C: -1.58902 -1.40392 -1.02887  -0.048
C: 1.63887 0.43001 -1.06563  -0.227
C: 0.83745 -0.66022 -1.54621  -0.122
C: -0.36931 -0.56582 -0.73104  -0.231
C: -0.18330 0.32051 0.28479  -0.013
C: 2.89438 0.71735 -1.58757  -0.047
C: 3.21503 0.06414 -2.75009  -0.134
C: 2.35968 -0.84234 -3.40883  -0.118
C: 1.12432 -1.09756 -2.83060  -0.060
N: 1.06079 0.92897 0.06594  0.084
H: 3.63062 1.31609 -1.07774  0.100
H: 4.22889 0.13368 -3.21652  0.101
H: 1.39469 1.75378 0.53036  0.150
H: 2.59494 -1.37483 -4.29228  0.074
H: -0.95042 0.64856 1.01532  0.096
H: 0.45272 -1.82152 -3.31374  0.101
H: -2.36849 -0.76813 -1.47441  0.076
H: -1.96749 -1.93325 -0.16788  0.059
H: -1.38481 -1.96622 -1.97398  0.067
C: -2.06316 -0.78495 3.05832  -0.054
C: -2.36113 0.73125 3.28574  -0.785
O: -3.21227 0.93134 4.17964  -0.100
O: -1.75162 1.55601 2.56387  -0.120
H: -1.01366 -0.96491 2.86803  0.045
H: -2.53263 -1.05208 2.09053  0.052
H: -2.53388 -1.28139 3.89967  0.051

E_HOMO	-4.33	eV
net charge	-1
multiplicity	1
HOMO-LUMO gap	0.274	Eh



Run two
Molecular formula: C11H12NO2
Method: DFT, wB97M-V/def2-TZVPD

Last column: Löwdin charge in e.
Positions of all 26 atoms, in Å:
C: -2.00893 -3.58934 0.26443  -0.070
C: -1.62819 -1.27407 -0.73783  -0.059
C: 0.23030 -0.59661 0.23094  -0.211
C: -1.28287 -2.28507 0.11872  -0.249
C: -0.09178 -1.86363 0.77669  -0.151
C: 1.37199 0.10543 0.64263  -0.018
C: 2.19794 -0.47905 1.57166  -0.117
C: 0.75360 -2.41823 1.74295  -0.055
C: 1.90713 -1.76034 2.09436  -0.129
N: -0.74916 -0.22992 -0.62882  0.100
H: -0.73656 0.66736 -1.17521  0.099
H: -2.46739 -1.27145 -1.41885  0.118
H: 1.71770 0.96326 0.07003  0.113
H: -2.67386 -3.63124 1.13375  0.068
H: -1.30508 -4.42042 0.32361  0.066
H: 3.10841 0.03602 1.84659  0.088
H: 0.56197 -3.39018 2.19752  0.100
H: 2.57146 -2.12570 2.86601  0.082
H: -2.64428 -3.79322 -0.60454  0.067
C: -0.22674 3.70118 -0.05241  -0.047
C: 0.04887 3.24881 -1.50593  -0.769
O: -0.51097 2.17148 -1.85843  -0.119
O: 0.79218 3.97645 -2.17958  -0.068
H: -0.38795 4.77760 0.01384  0.055
H: 0.60199 3.32588 0.55352  0.053
H: -1.12477 3.20436 0.32669  0.056

E_HOMO	-4.71	eV
net charge	-1
multiplicity	1
HOMO-LUMO gap	0.292	Eh



The calculated energies rank the structures as follows, beginning with the most stable: run two, run one.



Run one
Molecular formula: C5H11N2S
Method: DFT, wB97M-V/def2-TZVPD

Last column: Löwdin charge in e.
Positions of all 19 atoms, in Å:
C: 2.12784 -0.79014 -0.24159  0.007
N: 0.77769 -0.45673 0.15269  -0.066
C: -0.01192 -0.96090 1.28604  -0.108
C: -1.43646 -0.62773 0.87093  -0.132
C: -1.31148 0.71180 0.08527  -0.470
S: -2.36469 0.92744 -1.45345  0.819
C: 0.13749 0.60261 -0.32680  -0.342
N: 0.70461 1.31503 -1.26073  0.219
H: 2.84171 0.13148 -0.51124  0.138
H: 2.69426 -1.33990 0.44853  0.085
H: 2.02324 -1.26950 -1.24773  0.129
H: 0.32654 -0.63509 2.28157  0.146
H: 0.11236 -2.00261 1.29687  0.115
H: -1.72404 -1.41513 0.18225  0.123
H: -1.97847 -0.59641 1.76934  0.111
H: -1.68730 1.58431 0.70328  0.139
H: -3.24971 1.64217 -0.85549  -0.158
H: 0.29635 2.02217 -1.86019  0.134
H: 1.72196 1.15713 -1.31956  0.111

E_HOMO	-13.43	eV
SMILES	CN1CC[C@H](S)C1=[NH2+]
net charge	+1
multiplicity	1
HOMO-LUMO gap	0.367	Eh



Run two
Molecular formula: C5H11N2S
Method: DFT, wB97M-V/def2-TZVPD

Last column: Löwdin charge in e.
Positions of all 19 atoms, in Å:
C: 1.31321 1.46805 1.16454  0.005
N: 1.33377 0.20303 0.38013  -0.002
C: -0.04525 -0.29742 0.16430  -0.686
C: -0.54195 -0.84762 1.50309  -0.048
N: -0.83103 0.63090 -0.46408  0.056
C: -1.33166 0.38349 -1.57134  -0.122
C: -1.03087 -0.98552 -2.24293  -0.435
S: 0.18793 -1.82090 -1.17481  0.869
H: 0.42060 1.99806 0.79310  0.107
H: 1.18978 1.17611 2.17708  0.090
H: 2.11329 2.15900 1.07958  0.099
H: 1.92736 -0.50695 0.90111  0.197
H: 1.98451 0.31934 -0.46057  0.203
H: 0.18822 -1.08032 2.29868  0.095
H: -1.33765 -1.64011 1.27966  0.116
H: -1.09828 0.02246 2.00183  0.115
H: -1.99572 1.04509 -2.23526  0.165
H: -1.94733 -1.53857 -2.40183  0.079
H: -0.49894 -0.68814 -3.19226  0.097

E_HOMO	-13.11	eV
SMILES	C[NH2+][C@@]1(C)N=CCS1
net charge	+1
multiplicity	1
HOMO-LUMO gap	0.359	Eh



The calculated energies rank the structures as follows, beginning with the most stable: run one, run two.